Model 1:
Below is a single C5H6O3 molecule, with properties calculated with ωB97M-V/def2-TZVPD.

Summary:
* 2S+1: 1
* LUMO energy: 0.671 eV
* molar mass: 114.10 g mol⁻¹
* SMILES: O=C1C[C@@H]2OC[C@H]1O2
* HOMO-LUMO gap: 0.3733 hartree

Each line ends with the Löwdin charge.
Cartesian coordinates (Å):
O 1.7276 -0.2088 1.5934  0.057
C 0.7521 -0.0640 0.8301  -0.356
C -0.1710 -1.2887 0.7751  0.024
C -1.1134 -0.5553 -0.3303  -0.487
O -0.4270 -0.3936 -1.5018  -0.048
C 0.3578 0.8154 -1.3655  -0.093
C 0.1628 1.0804 0.1068  -0.127
O -1.2558 0.6550 0.0430  0.025
H -0.5515 -1.2817 1.8976  0.163
H 0.6623 -2.1759 0.6044  0.183
H -2.0512 -1.0929 -0.5804  0.176
H 1.5262 0.7166 -1.7883  0.190
H -0.0940 1.6414 -2.0652  0.153
H 0.2205 1.8455 0.7579  0.140

***

Model 2:
Below is a molecular structure, C5H6O3, with properties calculated with ωB97M-V/def2-TZVPD.

Summary:
* 2S+1: 1
* LUMO energy: 0.694 eV
* molar mass: 114.10 g mol⁻¹
* HOMO-LUMO gap: 0.3842 hartree

Each line ends with the Löwdin charge.
Cartesian coordinates (Å):
C 0.7906 0.6805 -0.1122  -0.331
C 0.1631 -0.0123 1.0525  -0.127
C -0.6118 0.5620 -0.7425  -0.156
C -0.4129 -0.8825 -0.8399  -0.224
C -0.1218 -1.4256 0.4050  -0.258
H 0.2987 2.0388 0.9487  0.168
H 1.4299 -0.0056 -0.6930  0.163
H 0.7303 0.6824 2.1127  0.254
H -1.2010 1.0732 -1.5261  0.185
H -0.2702 -1.3722 -1.8216  0.179
H 0.6257 -2.3495 0.5905  0.204
O 0.9676 2.0844 0.0758  -0.047
O -1.0274 0.6741 0.6129  -0.068
O -1.3609 -1.7477 -0.0629  0.058

***

Energies relative to the most stable structure, in eV: model 1 0.000; model 2 3.593.

***

Model 1:
Below is a molecular structure, C24H28Br3N4O13V, with properties calculated with ωB97M-V/def2-TZVPD.

Summary:
* 2S+1: 1
* LUMO energy: 2.829 eV
* total charge: -2
* molar mass: 871.16 g mol⁻¹
* HOMO-LUMO gap: 0.0832 hartree

Each line ends with the Löwdin charge.
Cartesian coordinates (Å):
O -1.3841 1.4256 -2.2252  -0.467
V -1.0502 -0.0321 -1.5448  0.963
O 0.1994 0.1604 -0.6046  -0.394
O -0.9104 -2.1906 -2.2153  -0.329
C -0.2435 -2.8719 -3.3014  -0.322
C -1.0346 -3.9251 -4.2097  -0.471
O -1.7477 -5.0274 -3.6433  -0.478
H 0.6726 -3.3319 -2.9308  0.080
H 0.0341 -2.1682 -4.0862  0.042
H -0.3905 -4.4329 -4.9276  0.046
H -1.7361 -3.3735 -4.8356  0.050
C -2.8844 1.5352 1.1031  -0.124
C -3.5409 0.2728 0.6126  -0.447
O -2.9324 -0.5706 -0.3451  -0.306
H -1.9092 1.2375 1.4882  0.055
H -3.4521 2.1739 1.7798  0.062
H -2.5686 2.1894 0.2905  0.035
H -4.5537 0.5782 0.3497  0.084
H -3.6548 -0.3210 1.5196  0.071
C -1.5711 -2.2715 3.4735  0.033
N -1.2143 -2.4244 2.0296  -0.433
O -1.6649 -3.3833 1.3706  0.078
O -0.5331 -1.5787 1.5774  0.056
H -1.9582 -3.2139 3.8611  0.084
H -2.3539 -1.5154 3.5332  0.090
H -0.6622 -2.0336 4.0261  0.085
C 3.1891 -0.7154 0.5741  -0.062
C 2.9062 -1.5219 1.6723  -0.029
C 3.9088 -2.4454 2.0872  0.005
C 5.1441 -2.4587 1.4642  -0.142
C 5.3724 -1.4949 0.4640  -0.023
C 4.4218 -0.6603 -0.0096  -0.064
N 6.2098 -3.3339 2.0012  -0.343
O 7.3036 -3.1885 1.4365  0.039
O 5.9454 -4.1120 2.8974  0.067
H 2.4078 -0.1299 0.1124  0.080
H 1.8779 -1.6702 1.9672  0.091
H 3.6624 -3.1500 2.8677  0.109
H 6.3385 -1.5366 -0.0169  0.110
H 4.5262 -0.0448 -0.8910  0.121
C -0.1811 -1.4455 -8.1286  -0.079
C 1.0251 -1.9603 -7.6843  -0.069
C 1.5775 -1.4681 -6.5043  -0.020
C 1.0112 -0.4223 -5.8325  -0.168
C -0.1545 0.1653 -6.2877  0.012
C -0.7378 -0.3168 -7.4850  -0.051
N 1.6577 0.0029 -4.5701  -0.337
O 0.8944 0.3256 -3.6958  0.076
O 2.8697 0.1116 -4.5334  0.068
H -0.7641 -1.7942 -8.9682  0.095
H 1.4743 -2.7813 -8.2234  0.100
H 2.4310 -1.9496 -6.0504  0.122
H -0.5648 1.0553 -5.8340  0.089
H -1.5990 0.2210 -7.8530  0.095
C 2.9914 2.8402 3.7776  -0.100
C 2.4156 1.8697 3.0145  -0.061
C 1.7899 2.2326 1.8023  0.034
C 1.7177 3.5523 1.3305  -0.125
C 2.3254 4.5323 2.1311  -0.002
C 2.9705 4.1569 3.3336  -0.075
N 1.1203 3.9616 0.0658  -0.287
O 0.7106 3.0943 -0.7250  0.084
O 1.0057 5.1916 -0.1654  0.018
H 3.5559 2.5158 4.6392  0.102
H 2.4728 0.8309 3.3045  0.099
H 1.4269 1.4669 1.1326  0.084
H 2.4096 5.5417 1.7564  0.106
H 3.4372 4.9541 3.8931  0.093
C -1.1765 4.7646 -3.0607  -1.489
Br -0.3665 6.5469 -3.4701  0.460
Br -1.6502 3.9223 -4.7934  0.531
Br -2.6111 4.9134 -1.7065  0.553
H -0.3442 4.1848 -2.6617  -0.059

***

Model 2:
Below is a molecular structure, C24H28Br3N4O13V, with properties calculated with ωB97M-V/def2-TZVPD.

Summary:
* 2S+1: 1
* LUMO energy: 1.913 eV
* total charge: -2
* molar mass: 871.16 g mol⁻¹
* HOMO-LUMO gap: 0.0656 hartree

Each line ends with the Löwdin charge.
Cartesian coordinates (Å):
O 3.1337 -2.3212 -0.6831  -0.529
V 3.9824 -1.7423 0.5124  0.694
O 4.7401 -0.4593 0.0772  -0.490
O -1.9859 3.1184 6.4382  -0.289
C -1.3187 2.9246 5.1863  -0.341
C -0.6427 1.5608 4.7258  -0.346
O 0.0934 0.7926 5.6540  -0.204
H -0.4940 3.6221 5.3324  0.086
H -1.9050 3.1962 4.3084  0.060
H 0.0283 1.8672 3.9234  0.079
H -1.3654 0.9348 4.2024  0.071
C 0.4993 0.2011 -0.0650  -0.125
C 1.4887 0.7741 0.8944  -0.444
O 2.2972 -0.1557 1.5436  -0.342
H 0.0579 -0.7489 0.2361  0.062
H 1.0374 -0.0058 -0.9900  0.034
H -0.3413 0.8182 -0.3823  0.025
H 0.8367 1.0257 1.7309  0.085
H 2.0853 1.6004 0.5080  0.089
C 4.5891 3.6091 -1.0429  0.019
N 6.0400 3.3192 -1.3100  -0.380
O 6.8739 4.1472 -0.8554  -0.002
O 6.4825 2.2991 -1.8646  0.053
H 4.2818 4.4348 -1.6847  0.064
H 4.3896 3.8803 -0.0062  0.107
H 3.9351 2.8017 -1.3722  0.054
C 0.5417 -2.9643 -2.3453  -0.070
C 1.5426 -3.4080 -3.2039  -0.078
C 1.2321 -3.8945 -4.4235  -0.036
C -0.0889 -3.8700 -4.8468  -0.142
C -1.1338 -3.3792 -4.0124  0.022
C -0.7281 -2.8108 -2.8026  -0.075
N -0.3677 -4.3790 -6.1862  -0.359
O 0.5236 -5.0017 -6.7484  0.047
O -1.4304 -4.1454 -6.7403  0.052
H 0.7666 -2.4503 -1.4225  0.081
H 2.5999 -3.2382 -3.0638  0.102
H 2.1301 -4.1071 -4.9845  0.121
H -2.0976 -3.1852 -4.4595  0.109
H -1.4774 -2.3660 -2.1646  0.111
C -2.4221 2.2492 1.2358  -0.040
C -1.9797 3.5134 0.7754  -0.046
C -2.6338 4.6857 1.2125  0.002
C -3.7512 4.5754 2.0894  -0.120
C -4.0956 3.3223 2.5182  -0.054
C -3.4401 2.1832 2.1921  -0.072
N -4.5234 5.8195 2.4717  -0.369
O -5.6303 5.6803 2.9322  0.067
O -4.0389 6.8831 2.2354  0.073
H -1.8362 1.4009 0.9142  0.076
H -1.1527 3.5513 0.0818  0.096
H -2.3672 5.6596 0.8294  0.102
H -4.9263 3.2241 3.2014  0.123
H -3.7908 1.2324 2.5656  0.112
C -0.7429 -5.4005 -0.0913  -0.101
C -1.9827 -4.8811 0.1763  -0.100
C -2.1439 -3.7643 1.0179  0.004
C -0.9916 -3.2248 1.6536  -0.134
C 0.2658 -3.8293 1.5016  0.018
C 0.4168 -4.8705 0.5388  -0.045
N -1.1918 -2.0129 2.4747  -0.362
O -0.2765 -1.7391 3.1979  0.120
O -2.1084 -1.2574 2.2512  0.055
H -0.5613 -6.2066 -0.7867  0.100
H -2.8200 -5.2634 -0.3887  0.097
H -3.0828 -3.2726 1.2256  0.106
H 1.0735 -3.3178 2.0041  0.108
H 1.3777 -5.3442 0.4020  0.100
C 1.7620 1.6263 -3.4850  -1.479
Br 2.4069 0.1471 -4.7135  0.511
Br -0.2341 1.6305 -3.4170  0.528
Br 2.5159 3.3419 -3.9551  0.592
H 2.0736 1.3639 -2.4740  -0.045

***

Energies relative to the most stable structure, in eV: model 1 0.000; model 2 5.418.

***

Model 1:
Below is a gas-phase ion, C5H9NO (charge +1), with properties calculated with ωB97M-V/def2-TZVPD.

Summary:
* 2S+1: 2
* LUMO energy (spin up / spin down): -3.845 / -8.584 eV
* total charge: +1
* molar mass: 99.13 g mol⁻¹
* <S²>: 0.77
* HOMO-LUMO gap (spin up / spin down): 0.4651 / 0.2830 hartree

Each line ends with the Löwdin charge.
Cartesian coordinates (Å):
C 1.0977 0.1534 0.0382  -0.091
N -0.3269 0.3249 0.1564  0.071
C -0.9282 1.5454 -0.2266  -0.180
O -0.2674 2.5022 -0.4984  0.199
C -1.0356 -0.9707 0.2194  -0.068
C 0.0746 -1.9374 -0.1530  -0.140
C 1.3263 -1.3060 0.4622  -0.115
H 1.5555 0.8737 0.7160  0.162
H 1.5593 0.3705 -0.9151  0.167
H -2.0150 1.5455 -0.2836  0.162
H -1.9178 -0.9385 -0.4139  0.148
H -1.3425 -1.0513 1.2700  0.168
H 0.1893 -1.8780 -1.2443  0.133
H -0.1639 -2.9757 0.0081  0.129
H 1.3813 -1.4615 1.5319  0.126
H 2.2289 -1.6988 0.0075  0.129

***

Model 2:
Below is 2 unconnected molecules or ions with the total composition C5H9NO, with properties calculated with ωB97M-V/def2-TZVPD.

Summary:
* 2S+1: 2
* LUMO energy (spin up / spin down): -3.517 / -7.200 eV
* total charge: +1
* molar mass: 99.13 g mol⁻¹
* <S²>: 0.76
* HOMO-LUMO gap (spin up / spin down): 0.4042 / 0.2862 hartree

Each line ends with the Löwdin charge.
Cartesian coordinates (Å):
C 1.0905 1.5549 1.4413  0.008
C 1.3896 0.1844 1.5060  0.038
N 0.3659 -0.5277 0.9294  0.137
C -0.5702 0.3899 0.5045  -0.173
C -0.1472 1.6967 0.8736  0.034
C -1.7023 0.2900 -0.4998  0.037
H 1.8610 2.2533 1.7121  0.130
H 2.1519 -0.3824 2.0184  0.150
H 0.3275 -1.5016 0.6268  0.183
H -0.7182 2.5850 0.6768  0.140
H -2.6887 0.4406 -0.0710  0.108
H -1.3812 1.0783 -1.1803  0.109
H -1.7178 -0.6548 -1.0418  0.087
H 0.1519 -2.9112 -3.0154  0.043
H 1.0649 -2.3640 -1.8710  0.009
O 0.5224 -2.1314 -2.6097  -0.039

***

Energies relative to the most stable structure, in eV: model 1 0.686; model 2 0.000.